(one)
# C20H36MnN2O2S3

A molecular structure, C20H36MnN2O2S3 (the ωB97M-V functional and the def2-TZVPD basis, OMol25).

HOMO energy (alpha / beta) ... -14.275 / -14.385 eV
⟨S²⟩ ... 0.779
M ... 487.66 u

Structure (ORCA input):
```
! wB97M-V def2-TZVPD RIJCOSX def2/J DEFGRID3
* xyz 2 2
Mn 0.155 0.005 0.286
C 3.095 -1.160 1.701
C 1.737 -0.524 1.809
C 1.571 0.885 1.857
C 2.785 1.772 1.887
C 0.276 1.435 1.979
C 0.118 2.932 2.047
C -0.854 0.590 2.216
C -2.196 1.225 2.462
C -0.665 -0.799 2.253
C -1.767 -1.758 2.603
C 0.611 -1.358 1.926
C 0.767 -2.849 1.832
H 3.197 -1.755 0.792
H 3.235 -1.847 2.537
H 3.902 -0.437 1.734
H 3.257 1.674 2.868
H 2.549 2.817 1.733
H 3.527 1.492 1.142
H 0.577 3.426 1.191
H 0.622 3.310 2.938
H -0.917 3.245 2.105
H -2.173 1.815 3.379
H -2.989 0.495 2.554
H -2.467 1.892 1.643
H -2.100 -2.329 1.736
H -2.625 -1.267 3.048
H -1.392 -2.477 3.331
H 0.992 -3.269 2.816
H 1.576 -3.127 1.161
H -0.139 -3.323 1.466
C 2.848 1.676 -2.205
C 3.043 0.227 -1.765
S 1.616 -0.829 -1.387
C 0.610 -0.771 -2.887
C -0.193 0.511 -3.069
S -1.024 1.091 -1.551
C -0.842 2.890 -1.718
C 0.561 3.404 -2.070
S 1.888 2.702 -1.054
H 2.421 1.741 -3.204
H 3.845 2.114 -2.275
H 3.643 0.183 -0.853
H 3.615 -0.301 -2.531
H -0.033 -1.644 -2.813
H 1.262 -0.925 -3.747
H -0.954 0.362 -3.836
H 0.454 1.310 -3.408
H -1.163 3.283 -0.753
H -1.558 3.238 -2.463
H 0.569 4.482 -1.908
H 0.793 3.262 -3.124
C -2.853 -3.995 -2.211
O -1.759 -3.205 -1.701
C -1.961 -2.118 -0.975
O -0.954 -1.559 -0.533
N -3.228 -1.714 -0.789
N -3.516 -0.579 -0.026
H -2.387 -4.834 -2.715
H -3.437 -3.423 -2.932
H -3.473 -4.364 -1.394
H -3.981 -2.223 -1.227
H -4.159 -0.839 0.713
H -3.958 0.114 -0.620
*
```

(two)
# C20H36MnN2O2S3

A molecular structure, C20H36MnN2O2S3 (the ωB97M-V functional and the def2-TZVPD basis, OMol25).

HOMO energy (alpha / beta) ... -14.213 / -14.215 eV
⟨S²⟩ ... 0.895
M ... 487.66 u

Structure (ORCA input):
```
! wB97M-V def2-TZVPD RIJCOSX def2/J DEFGRID3
* xyz 2 2
Mn 0.154 0.093 0.145
C -0.348 -3.168 -1.386
C 0.094 -2.244 -0.281
C -0.858 -1.922 0.731
C -2.307 -2.283 0.546
C -0.431 -1.361 1.942
C -1.419 -1.222 3.065
C 0.919 -0.937 2.092
C 1.325 -0.275 3.382
C 1.852 -1.178 1.060
C 3.312 -0.830 1.212
C 1.439 -1.867 -0.115
C 2.493 -2.258 -1.118
H 0.449 -3.418 -2.077
H -1.187 -2.779 -1.956
H -0.687 -4.103 -0.933
H -2.501 -3.286 0.937
H -2.593 -2.286 -0.503
H -2.958 -1.590 1.072
H -2.042 -2.114 3.125
H -2.079 -0.367 2.904
H -0.930 -1.102 4.026
H 1.559 -1.036 4.130
H 0.524 0.343 3.782
H 2.202 0.352 3.272
H 3.924 -1.708 1.010
H 3.560 -0.498 2.212
H 3.612 -0.051 0.508
H 2.952 -3.200 -0.805
H 3.288 -1.520 -1.175
H 2.095 -2.404 -2.116
C -1.980 -0.449 -3.602
C -2.661 0.468 -2.600
S -1.867 0.924 -1.016
C -1.193 2.573 -1.345
C 0.120 2.596 -2.105
S 1.333 1.380 -1.480
C 1.815 0.508 -2.999
C 0.843 -0.516 -3.563
S -0.549 0.186 -4.500
H -2.721 -0.659 -4.377
H -1.719 -1.409 -3.164
H -3.596 0.000 -2.287
H -2.921 1.420 -3.062
H -1.091 3.030 -0.363
H -1.952 3.135 -1.890
H 0.580 3.581 -2.027
H -0.040 2.363 -3.153
H 2.762 0.030 -2.749
H 2.040 1.293 -3.721
H 0.437 -1.142 -2.772
H 1.393 -1.158 -4.253
C -2.515 2.671 3.100
O -1.135 3.091 3.013
C -0.335 2.453 2.186
O -0.705 1.493 1.498
N 0.892 2.993 2.193
N 1.915 2.454 1.417
H -3.044 3.514 3.529
H -2.589 1.811 3.761
H -2.904 2.432 2.114
H 1.038 3.819 2.758
H 2.685 2.200 2.025
H 2.249 3.135 0.744
*
```

Which is most stable, and by how much? (one), by 0.0090 hartree.

(one)
# C2H7N3O2

A single C2H7N3O2 molecule (the ωB97M-V functional and the def2-TZVPD basis, OMol25).

HOMO energy ... -7.298 eV
M ... 105.10 u

Structure (ORCA input):
```
! wB97M-V def2-TZVPD RIJCOSX def2/J DEFGRID3
* xyz 0 1
C 0.840 -0.269 -0.445
N -0.543 0.091 0.017
C -0.006 0.572 1.285
N 0.984 -0.030 -1.840
N -1.710 -0.833 0.135
O 0.033 1.927 1.285
O 0.097 -0.151 2.248
H 0.412 2.196 2.134
H -0.839 0.882 -0.557
H 1.059 -1.261 -0.058
H 1.007 -0.850 -2.436
H 1.767 0.567 -2.064
H -1.613 -1.454 -0.666
H -1.489 -1.386 0.962
*
```

(two)
# C2H7N3O2

A molecular structure, C2H7N3O2 (the ωB97M-V functional and the def2-TZVPD basis, OMol25).

HOMO energy ... -8.830 eV
M ... 105.10 u

Structure (ORCA input):
```
! wB97M-V def2-TZVPD RIJCOSX def2/J DEFGRID3
* xyz 0 1
N 1.105 0.788 -0.573
C 0.279 1.656 -0.992
N -0.834 1.986 -0.327
H 0.936 0.050 0.435
H 1.927 0.594 -1.122
H 0.340 2.035 -2.008
H -1.483 2.615 -0.752
H -1.111 1.515 0.518
N -0.849 -2.011 0.418
C 0.256 -1.872 1.309
O 0.793 -0.694 1.348
O 0.594 -2.819 1.972
H -1.215 -1.136 0.074
H -0.738 -2.705 -0.301
*
```

Which is most stable, and by how much? (two), by 0.1273 hartree.

(one)
# CH3NO2S2

2 unconnected molecules or ions with the total composition CH3NO2S2 (the ωB97M-V functional and the def2-TZVPD basis, OMol25).

HOMO energy (alpha / beta) ... -8.433 / -8.433 eV
M ... 125.17 u

Structure (ORCA input):
```
! wB97M-V def2-TZVPD RIJCOSX def2/J DEFGRID3
* xyz 0 1
C 1.771 -0.081 0.027
N 0.995 0.909 -0.125
O 0.407 1.008 -1.238
O 0.529 1.614 0.941
S -1.831 -1.538 0.446
S 2.845 -1.164 -0.006
H -1.476 -1.213 -0.685
H -0.178 2.252 0.545
H -3.062 -1.788 0.096
*
```

(two)
# CH3NO2S2

2 unconnected molecules or ions with the total composition CH3NO2S2 (the ωB97M-V functional and the def2-TZVPD basis, OMol25).

HOMO energy ... -10.130 eV
M ... 125.17 u

Structure (ORCA input):
```
! wB97M-V def2-TZVPD RIJCOSX def2/J DEFGRID3
* xyz 0 1
C 0.896 1.213 -1.909
N -0.736 -1.655 2.468
O -1.587 0.061 0.834
O 0.666 -0.852 -0.431
S -1.217 -1.337 1.069
S 0.668 0.622 -0.411
H 0.960 2.280 -2.003
H 0.989 0.608 -2.791
H -0.640 -0.940 3.174
*
```

(three)
# CH3NO2S2

2 unconnected molecules or ions with the total composition CH3NO2S2 (the ωB97M-V functional and the def2-TZVPD basis, OMol25).

HOMO energy ... -8.984 eV
M ... 125.17 u

Structure (ORCA input):
```
! wB97M-V def2-TZVPD RIJCOSX def2/J DEFGRID3
* xyz 0 1
C -1.888 0.238 0.156
N -0.671 0.165 -0.213
O 1.587 -1.369 -0.403
O -0.157 1.181 -0.719
S 3.382 0.328 1.032
S 2.603 -0.376 -0.583
H -2.293 -0.599 0.712
H -2.466 1.125 0.064
H -0.098 -0.693 -0.046
*
```

Which is most stable, and by how much? (two), by 0.0279 hartree.

(one)
# C4H10ClNO

2 unconnected molecules or ions with the total composition C4H10ClNO (the ωB97M-V functional and the def2-TZVPD basis, OMol25).

HOMO energy ... -8.968 eV
SMILES ... CC(=O)N(C)C.Cl
M ... 123.58 u

Structure (ORCA input):
```
! wB97M-V def2-TZVPD RIJCOSX def2/J DEFGRID3
* xyz 0 1
C -0.494 2.183 0.068
C -0.648 0.858 -0.626
O -1.336 0.840 -1.638
N 0.135 -0.228 -0.383
C -0.039 -1.497 -1.139
C 1.440 -0.383 0.295
H -0.774 2.151 1.055
H -1.086 2.809 -0.458
H 0.564 2.627 0.124
H 0.147 -2.318 -0.549
H -1.018 -1.477 -1.569
H 0.606 -1.293 -2.070
H 2.383 -0.451 -0.365
H 1.577 0.376 1.054
H 1.314 -1.189 0.954
Cl -2.933 -0.556 0.701
H -2.928 -0.423 1.996
*
```

(two)
# C4H10ClNO

2 unconnected molecules or ions with the total composition C4H10ClNO (the ωB97M-V functional and the def2-TZVPD basis, OMol25).

HOMO energy (alpha / beta) ... -7.751 / -7.878 eV
M ... 123.58 u

Structure (ORCA input):
```
! wB97M-V def2-TZVPD RIJCOSX def2/J DEFGRID3
* xyz 0 1
C 1.648 1.155 0.357
C 0.934 -0.637 -1.437
C 0.694 0.714 -0.693
C -1.136 -0.302 0.642
N -2.331 -0.674 0.023
O -0.426 -1.217 1.235
Cl -1.378 1.020 1.952
H 2.504 1.836 0.035
H 2.125 0.415 1.108
H 0.980 1.809 1.033
H 0.053 -0.785 -1.981
H 1.698 -0.583 -2.208
H 1.161 -1.411 -0.834
H 0.139 1.519 -1.163
H -2.920 -1.148 0.728
H -2.746 0.117 -0.459
H -0.998 -1.828 1.663
*
```

Which is most stable, and by how much? (one), by 0.0886 hartree.

(one)
# C2H9N2

2 unconnected molecules or ions with the total composition C2H9N2 (the ωB97M-V functional and the def2-TZVPD basis, OMol25).

HOMO energy ... -15.186 eV
M ... 61.11 u

Structure (ORCA input):
```
! wB97M-V def2-TZVPD RIJCOSX def2/J DEFGRID3
* xyz 1 1
N 0.810 -1.609 -1.384
H 1.150 -2.341 -0.868
H 1.481 -1.047 -1.695
H 0.085 -1.973 -2.093
H 0.266 -0.721 -0.782
C 0.227 0.995 1.587
C -1.354 0.828 -0.127
N -0.380 0.266 0.442
H 0.037 2.062 1.558
H 1.201 0.597 1.601
H -0.067 0.805 2.618
H -1.607 0.443 -1.087
H -1.849 1.694 0.230
*
```

(two)
# C2H9N2

A gas-phase ion, C2H9N2 (charge +1) (the ωB97M-V functional and the def2-TZVPD basis, OMol25).

HOMO energy ... -13.411 eV
SMILES ... NCC[NH3+]
M ... 61.11 u

Structure (ORCA input):
```
! wB97M-V def2-TZVPD RIJCOSX def2/J DEFGRID3
* xyz 1 1
N 0.182 0.824 -1.705
C -0.505 0.467 -0.477
C 0.420 -0.473 0.270
N -0.009 -0.711 1.699
H -0.407 1.324 -2.350
H 0.693 0.065 -2.128
H -0.629 1.371 0.136
H -1.479 -0.006 -0.616
H 0.447 -1.444 -0.215
H 1.418 -0.052 0.297
H 0.794 -1.056 2.248
H -0.686 -1.484 1.781
H -0.409 0.114 2.152
*
```

Which is most stable, and by how much? (two), by 0.0499 hartree.

(one)
# CH2Cl2S2

2 unconnected molecules or ions with the total composition CH2Cl2S2 (the ωB97M-V functional and the def2-TZVPD basis, OMol25).

HOMO energy ... -9.741 eV
SMILES ... S=C(Cl)Cl.S
M ... 149.07 u

Structure (ORCA input):
```
! wB97M-V def2-TZVPD RIJCOSX def2/J DEFGRID3
* xyz 0 1
S 0.936 2.083 -3.617
C 1.960 2.524 -2.440
Cl 1.596 3.634 -1.164
Cl 3.488 1.912 -2.223
S -0.807 0.608 -0.188
H -0.710 0.564 -1.492
H -0.465 1.957 -0.229
*
```

(two)
# CH2Cl2S2

2 unconnected molecules or ions with the total composition CH2Cl2S2 (the ωB97M-V functional and the def2-TZVPD basis, OMol25).

HOMO energy ... -9.561 eV
SMILES ... S=C(Cl)Cl.S
M ... 149.07 u

Structure (ORCA input):
```
! wB97M-V def2-TZVPD RIJCOSX def2/J DEFGRID3
* xyz 0 1
S -0.629 1.110 -1.063
C -1.319 0.811 0.337
Cl -2.575 -0.317 0.746
Cl -0.930 1.743 1.758
S 1.500 -0.972 -1.131
H 1.222 -0.893 0.282
H 2.731 -1.483 -0.929
*
```

Which is most stable, and by how much? (one), by 0.0067 hartree.